C21H15ClF3N9O | the ωB97M-V functional and the def2-TZVPD basis

Summary:
SMILES = N#Cc1c(N[C@H](c2nc3c(Cl)cc(F)cc3c(=O)n2-c2cc[nH]n2)C2CC2)nc(N)nc1C(F)F
HOMO = -8.75 eV
DFT total energy = -2136.95805 Ha
energy relative to the best compared isomer or geometry (same formula, charge and spin) = 84.7 kcal/mol
frontier orbital gap = 8.48 eV
F_max = 7.328 eV Å⁻¹
LUMO = -0.010 Ha
charge = 0
molar mass = 501.860 g mol⁻¹

Geometry as XYZ:
```
50
C21H15ClF3N9O the ωB97M-V functional and the def2-TZVPD basis
N -1.2810 4.3590 0.2824
O 2.0410 -1.8698 -3.6097
F 3.9804 -6.0944 -1.6688
F -1.2014 4.4944 5.3537
F -0.1598 5.1474 3.5623
Cl 1.1169 -4.1889 2.0206
C -1.1665 3.5004 1.0619
N 0.6448 1.7194 -1.8830
N 0.4053 -2.2610 -0.0948
N -0.4904 0.2849 2.6011
N -0.6811 1.8539 4.2818
C 1.5939 -1.8174 -2.4396
C 1.0324 0.5958 -2.3653
C 0.1927 -1.0969 -0.7058
C 1.9058 0.9962 -3.5747
C 1.7763 2.3067 -3.7489
C -0.4768 0.6514 3.7934
C -0.7441 1.2633 1.7045
C -0.9280 2.8428 3.4128
C 2.7426 -5.1739 0.0185
C 2.7491 -4.1285 -2.0806
C 3.1778 -5.1525 -1.2421
C 1.7890 -4.2239 0.4410
C -0.9758 2.5428 2.0846
C 1.3268 -3.2117 -0.4286
C 1.8546 -3.0885 -1.6405
N 1.0490 2.6814 -2.6615
N 0.9724 -0.6904 -1.8230
N -0.4103 -0.3133 4.6200
N -0.7266 1.0254 0.3390
C -1.1260 4.2410 3.9909
C -3.0744 0.9969 -1.5985
C -3.6264 0.0096 -0.5949
C -2.2241 -0.2981 -1.1935
C -1.0541 -0.3364 -0.1121
H 2.6050 0.4163 -4.1223
H 2.2181 3.0515 -4.4232
H 2.9925 -6.0008 0.5946
H 3.1535 -4.1942 -3.1016
H 1.0425 3.6774 -2.3300
H -0.4636 -1.2002 4.0795
H -1.0732 -0.1396 5.3773
H -0.0695 1.6020 -0.2619
H -2.1142 4.4513 3.6240
H -2.7657 1.9601 -1.1783
H -3.7391 0.9945 -2.5110
H -3.8712 0.4117 0.3976
H -4.3793 -0.6971 -0.9823
H -2.1741 -0.9844 -2.0108
H -1.3653 -0.9153 0.7456
```

Atom charges from the natural (NBO) analysis, given in e for atoms 1 to 8:
1 N -0.323
2 O -0.569
3 F -0.298
4 F -0.322
5 F -0.330
6 Cl 0.043
7 C 0.293
8 N -0.294

=====

C28H36ClF3IN4O16P | the ωB97M-V functional and the def2-TZVPD basis

Summary:
SMILES = C#CCCC[C@@]1(Cl)N(C(=O)[O-])[C@@](CC(=O)O)(NCC)[C@H](CCOC(C)=O)[N@@H+](CC(=O)I)[C@]1([PH2]=O)C(=O)NC(=O)F.O=C1OC[C@@H](F)O1.O=C1OC[C@@H](F)O1
HOMO = -8.21 eV
DFT total energy = -3909.45524 Ha
frontier orbital gap = 5.85 eV
F_max = 10.536 eV Å⁻¹
LUMO = -0.087 Ha
charge = 0
molar mass = 934.933 g mol⁻¹

Geometry as XYZ:
```
90
C28H36ClF3IN4O16P the ωB97M-V functional and the def2-TZVPD basis
C -5.4836 -4.6247 2.5667
C -4.1442 -4.6808 2.0895
C -2.5901 -4.6192 1.4732
C -1.7285 -3.6693 2.4410
C -0.5321 -2.7352 1.8723
C -0.8070 -1.6359 0.7048
Cl -2.6356 -1.2905 1.0803
N 0.1147 -0.5044 1.0434
C 1.5517 -0.9090 1.2769
O 1.9679 -0.8555 2.5759
O 2.5861 -1.2854 0.3268
C -0.0561 0.7950 0.3370
C -1.4182 1.6348 0.4978
C -1.5007 3.2191 0.2761
O -0.5627 4.1509 0.1416
O -2.8980 3.7793 0.2152
N 1.0700 1.6698 0.8032
C 1.1246 2.2441 2.1319
C 0.2421 1.7220 3.3754
C 0.3116 0.4065 -1.2474
C 0.0072 1.6763 -2.2947
C -1.5074 1.8464 -2.8296
O -1.4799 1.8654 -4.3303
C -2.7945 1.4990 -4.8803
C -3.0054 0.2826 -6.0031
O -3.8639 2.1974 -4.4331
N -0.0116 -0.9440 -1.7575
C 1.1471 -1.3136 -2.7138
C 0.6639 -2.0882 -4.0861
O -0.4556 -1.9213 -4.7732
I 2.1010 -3.5655 -4.9440
C -0.5286 -2.0568 -0.8766
P 0.5105 -3.7082 -1.0398
O 0.0020 -4.9471 -0.2418
C -1.9372 -2.5641 -1.6474
O -2.9836 -1.8024 -1.9741
N -2.1283 -4.0013 -2.1843
C -3.6113 -4.2619 -2.4726
O -4.5087 -4.6121 -1.5173
F -4.1869 -4.1911 -3.8678
H -6.5476 -4.1503 2.8275
H -2.1890 -5.7413 1.5046
H -2.7167 -4.3046 0.3599
H -1.1687 -4.4230 3.1893
H -2.4924 -3.1237 3.1823
H 0.4310 -3.3891 1.7788
H -0.3174 -2.0782 2.8577
H -2.2218 1.1510 -0.2442
H -1.8652 1.3972 1.5803
H -3.3363 3.4284 -0.6346
H 1.4951 2.2573 0.0547
H 2.2620 2.1517 2.5026
H 0.9753 3.4298 2.0843
H -0.5111 0.8551 3.1939
H -0.4003 2.6377 3.7931
H 0.9204 1.3944 4.3016
H 1.5110 0.4488 -1.2293
H 0.3748 2.6800 -1.7622
H 0.7015 1.6234 -3.2662
H -1.9012 2.9306 -2.5304
H -2.2332 0.9891 -2.4715
H -1.9912 -0.1089 -6.4479
H -3.6132 -0.5549 -5.4385
H -3.6337 0.7235 -6.8945
H -0.7558 -0.7472 -2.4991
H 1.6180 -0.3321 -3.2214
H 2.0862 -1.7570 -2.1843
H 0.4875 -4.2196 -2.4220
H 1.9051 -3.5313 -0.7409
H -1.6986 -3.9655 -3.1576
C 5.1689 1.1554 -2.3990
C 4.5969 2.3615 -3.0623
O 3.5758 2.7695 -2.1804
C 3.9904 2.3654 -0.9468
O 3.5167 2.7714 0.1013
O 5.0081 1.4547 -1.0270
F 4.0321 2.0380 -4.2472
H 4.6181 0.2394 -2.6376
H 6.2232 1.0053 -2.6466
H 5.3122 3.1792 -3.2009
C 2.8398 2.7043 7.0958
C 2.0279 3.7565 7.7707
O 1.8325 4.7202 6.7609
C 1.8525 4.0189 5.5928
O 1.4485 4.4529 4.5269
O 2.3739 2.7656 5.7627
F 2.7234 4.3302 8.7781
H 3.9133 2.9200 7.1154
H 2.6734 1.7121 7.5240
H 1.0574 3.4072 8.1391
```

Atom charges from the Mulliken analysis, given in e for atoms 1 to 8:
1 C -0.782
2 C -0.197
3 C 0.967
4 C -1.239
5 C -0.619
6 C 0.332
7 Cl -0.185
8 N 1.086

=====

F36InP6 | the ωB97M-V functional and the def2-TZVPD basis

Summary:
HOMO = -6.46 eV
DFT total energy = -5834.40858 Ha
energy relative to the best compared isomer or geometry (same formula, charge and spin) = 185.0 kcal/mol
frontier orbital gap = 1.63 eV
F_max = 2.677 eV Å⁻¹
LUMO = -0.177 Ha
charge = -3
molar mass = 984.590 g mol⁻¹

Geometry as XYZ:
```
43
F36InP6 the ωB97M-V functional and the def2-TZVPD basis
In 0.0275 0.1096 0.0855
P -3.2708 4.3392 -1.8873
F -4.3624 5.1001 -1.0165
F -4.3810 4.1878 -3.0551
F -2.5908 5.6856 -2.5139
F -2.0691 3.5211 -2.7150
F -2.2275 4.4153 -0.4926
F -3.6853 2.8839 -1.3387
P 3.4094 4.0360 3.1560
F 4.0504 4.0551 4.6797
F 3.2911 2.4044 3.0910
F 1.9124 4.2111 3.7340
F 2.8258 4.0089 1.6301
F 3.5373 5.6822 3.0426
F 4.9342 3.8336 2.5531
P -4.3044 -0.7932 3.9340
F -5.1031 -2.1261 4.2425
F -2.9432 -1.6352 4.1361
F -4.0753 -1.1806 2.3558
F -3.3474 0.4870 3.5965
F -5.6794 0.0186 3.6211
F -4.4383 -0.3396 5.5173
P -2.4549 -3.0080 -4.0676
F -3.2578 -2.4385 -2.8490
F -1.9655 -1.5334 -4.3555
F -1.1965 -3.2876 -3.0477
F -1.5138 -3.5734 -5.2786
F -2.9058 -4.5783 -3.7383
F -3.7623 -2.8134 -5.0696
P 2.0322 -4.9198 2.4221
F 1.4164 -5.5708 3.7674
F 1.7434 -6.4058 1.8153
F 0.6297 -4.4973 1.8350
F 2.5423 -4.2889 1.0459
F 2.1364 -3.4938 3.0653
F 3.5127 -5.3349 2.8010
P 4.5729 0.3911 -3.5406
F 3.2439 1.3811 -3.1947
F 4.4579 -0.1612 -2.0393
F 3.5371 -0.8281 -3.7933
F 5.8381 -0.4975 -3.9412
F 4.4197 0.8836 -5.0851
F 5.4638 1.6699 -3.1080
```

Atom charges from the natural (NBO) analysis, given in e for atoms 1 to 8:
1 In 0.993
2 P 2.580
3 F -0.558
4 F -0.567
5 F -0.555
6 F -0.525
7 F -0.519
8 F -0.528

=====

Question: Among the records above, which one has the highest HOMO?
Answer: F36InP6

=====

Question: What is the LUMO in the first record?
Answer: -0.010 Ha

=====

Question: Number 1 is which compound?
Answer: C21H15ClF3N9O